Entry from the OMol25 dataset: C3H13N2OSn as an isolated structure in a non-equilibrium geometry (ωB97M-V/def2-TZVPD).

ORCA input file:
```
! wB97M-V def2-TZVPD RIJCOSX def2/J DEFGRID3
* xyz 1 1
C -0.9252 0.8726 -3.2069
Sn -0.3964 0.8621 -1.1962
N 0.7350 -1.1126 -1.6649
H -1.3450 1.7903 -0.0506
H 0.8350 1.3749 -2.0828
H -1.1489 1.9517 -3.2357
H -1.7391 0.1496 -3.1297
H -0.0354 0.5618 -3.7868
H 0.3589 -1.8712 -1.0963
H 1.6845 -0.9797 -1.3149
H 0.8048 -1.4275 -2.6373
C -0.1580 0.8132 2.6660
C 0.2349 -0.4967 2.0739
N 0.4437 -1.5060 2.9259
O 0.3627 -0.6695 0.8296
H -0.1274 0.8010 3.7656
H -1.1738 1.1153 2.3619
H 0.5146 1.6133 2.3200
H 0.6875 -2.4211 2.5444
H 0.3875 -1.4216 3.9149
*
```

Its HOMO energy is -12.6 eV.


Entry from the OMol25 dataset: a 2-piece molecular cluster, C2H5O2 overall in a non-equilibrium geometry (ωB97M-V/def2-TZVPD).

ORCA input file:
```
! wB97M-V def2-TZVPD RIJCOSX def2/J DEFGRID3
* xyz -1 1
O -2.2719 -1.0138 -0.3890
H -1.8502 -1.7345 0.0627
C 0.0956 0.9738 -0.6572
C 0.4932 0.1973 0.3365
O 1.8122 0.1015 0.7822
H -0.8141 0.8702 -1.2224
H 0.8954 1.6019 -1.0692
H -0.1749 -0.4574 0.8789
H 2.3556 -0.0850 0.0319
*
```

Its HOMO energy is -2.2 eV.


Entry from the OMol25 dataset: a 11-piece molecular cluster, C33H92N3O28PS7 overall in a non-equilibrium geometry (ωB97M-V/def2-TZVPD).

ORCA input file:
```
! wB97M-V def2-TZVPD RIJCOSX def2/J DEFGRID3
* xyz 0 1
C 29.8474 21.0515 -9.7330
C 28.9882 21.9708 -8.8086
C 29.1032 21.6326 -7.3182
O 28.4161 22.4773 -6.4158
C 27.0831 22.0062 -6.1767
N 29.4929 23.4381 -9.0640
H 28.8079 24.1033 -8.7348
H 30.3604 23.6247 -8.5817
H 29.5858 23.8063 -9.9999
H 30.9010 21.0226 -9.4553
H 29.8400 21.4131 -10.7612
H 29.4401 20.0460 -9.8394
H 27.9258 21.9965 -9.0513
H 30.1427 21.7974 -7.0345
H 28.9769 20.5527 -7.2409
H 26.4529 22.1877 -7.0473
H 26.6577 22.5398 -5.3268
H 27.0244 20.9580 -5.8838
C 23.5733 25.7905 -12.0999
C 24.4472 26.2830 -13.2627
C 24.0979 27.7315 -13.6618
O 24.9989 28.2270 -14.7141
C 24.6099 29.4642 -15.3420
N 25.9156 26.1664 -12.8714
H 26.0880 25.3486 -12.3044
H 26.6435 26.2443 -13.5672
H 26.2687 26.8561 -12.2236
H 23.4028 26.6126 -11.4048
H 23.9414 24.9311 -11.5394
H 22.6277 25.3775 -12.4513
H 24.4180 25.6136 -14.1224
H 24.2365 28.3577 -12.7805
H 23.0302 27.7262 -13.8811
H 23.7399 29.3830 -15.9936
H 25.4333 29.9390 -15.8756
H 24.4064 30.1491 -14.5187
C 30.8822 27.2754 -9.3004
C 30.1494 28.4664 -8.6274
C 30.4846 29.8497 -9.2330
O 29.9248 30.8689 -8.3777
C 30.1499 32.1952 -8.8865
N 28.6075 28.2841 -8.6595
H 28.1708 28.1816 -9.5644
H 28.3684 27.3429 -8.3822
H 28.0794 28.9472 -8.1104
H 30.4365 27.1331 -10.2849
H 30.6178 26.4133 -8.6880
H 31.9594 27.4371 -9.3395
H 30.5268 28.5283 -7.6067
H 30.0700 29.9335 -10.2376
H 31.5585 29.9922 -9.3533
H 29.4553 32.5223 -9.6602
H 31.1729 32.2657 -9.2562
H 30.1254 32.8152 -7.9904
P 27.7197 25.6518 -10.2488
O 27.8948 25.5525 -8.7099
O 27.2364 27.1046 -10.6363
O 26.7146 24.5471 -10.7949
O 29.1111 25.3608 -10.9729
O 29.5342 28.2904 -15.6137
S 29.3399 27.0681 -14.8399
O 27.9651 26.5978 -14.7220
O 30.3123 25.8312 -15.3420
C 31.7119 26.0860 -15.4591
C 32.4889 24.8422 -16.0296
C 30.0016 27.2948 -13.0670
H 32.1997 26.3534 -14.5217
H 31.8620 26.9846 -16.0575
H 31.9934 24.4908 -16.9347
H 32.4754 24.0012 -15.3363
H 33.5482 25.0191 -16.2155
H 29.1967 27.3609 -12.3350
H 30.7355 28.1006 -13.0575
H 30.5301 26.3819 -12.7925
O 22.9171 28.1276 -7.4285
S 23.3040 28.6377 -8.7481
O 22.5521 28.2785 -9.9483
O 23.3843 30.3013 -8.5851
C 23.6029 30.7945 -7.3061
C 24.2760 32.1644 -7.3822
C 25.1082 28.3352 -8.9178
H 24.1892 30.1106 -6.6924
H 22.6706 30.7671 -6.7420
H 23.4748 32.7719 -7.8032
H 25.2168 32.1271 -7.9314
H 24.5304 32.6241 -6.4271
H 25.4168 28.8621 -9.8207
H 25.2438 27.2658 -9.0795
H 25.6780 28.6854 -8.0572
O 29.5391 27.8139 -5.0718
S 29.1723 26.5933 -4.3875
O 29.5639 26.6030 -2.9813
O 27.5062 26.3271 -4.4876
C 26.9089 26.1994 -5.8052
C 25.3930 26.4168 -5.6835
C 29.9190 25.1189 -5.3229
H 26.9711 25.2167 -6.2727
H 27.3799 26.9365 -6.4555
H 24.8991 26.3474 -6.6527
H 25.1859 27.4503 -5.4059
H 24.8556 25.7758 -4.9847
H 29.6554 25.3247 -6.3604
H 29.4894 24.2012 -4.9211
H 30.9995 25.1650 -5.1871
O 34.4306 25.2163 -10.6006
S 33.4871 25.3109 -11.7157
O 32.9609 26.6248 -12.1479
O 33.9873 24.4363 -13.0446
C 34.4945 23.1376 -12.7917
C 35.3152 22.7552 -14.0708
C 32.1297 24.2659 -11.1814
H 33.7006 22.4165 -12.5970
H 35.1246 23.1808 -11.9034
H 35.8972 21.8944 -13.7414
H 35.9177 23.6021 -14.3993
H 34.6903 22.4263 -14.9011
H 32.3518 23.4205 -10.5303
H 31.6304 23.9096 -12.0825
H 31.4702 24.8783 -10.5664
O 28.6335 20.7627 -12.7972
S 29.2017 21.7685 -13.7080
O 30.6534 21.9931 -13.7709
O 28.6189 21.4247 -15.2293
C 29.2553 22.0568 -16.3475
C 28.9977 21.3027 -17.6349
C 28.3247 23.3344 -13.4619
H 30.3166 22.2429 -16.1832
H 28.9373 23.0922 -16.4703
H 27.9795 21.4534 -17.9935
H 29.0601 20.2162 -17.5752
H 29.6403 21.7317 -18.4038
H 28.3474 23.6000 -12.4050
H 27.3342 23.0123 -13.7833
H 28.8262 24.0229 -14.1420
O 24.8367 22.7817 -13.3855
S 24.2621 22.1049 -12.2663
O 23.0995 22.6807 -11.5399
O 23.7224 20.6627 -12.8991
C 22.6477 20.0991 -12.1426
C 22.2407 18.8133 -12.8319
C 25.5673 21.4710 -11.2567
H 21.7186 20.6632 -12.2239
H 22.8705 19.8666 -11.1013
H 22.9806 18.0250 -12.6931
H 22.1128 18.8688 -13.9129
H 21.3712 18.4363 -12.2933
H 26.3551 21.3128 -11.9932
H 25.1714 20.5991 -10.7358
H 25.9178 22.2542 -10.5845
O 23.7970 23.2049 -6.3705
S 23.5907 22.9300 -7.7662
O 23.7094 21.5571 -8.2153
O 22.1914 23.6674 -8.2993
C 21.9655 24.9732 -7.9414
C 20.9635 25.7191 -8.7581
C 24.8502 23.8854 -8.7666
H 22.9226 25.4945 -7.9238
H 21.6555 25.0278 -6.8979
H 21.2272 25.8584 -9.8065
H 20.8538 26.7140 -8.3266
H 19.9642 25.2839 -8.7516
H 25.8840 23.5963 -8.5773
H 24.7457 24.9572 -8.5982
H 24.6106 23.6266 -9.7980
*
```

Its HOMO energy is -8.1 eV.


Entry from the OMol25 dataset: a 14-piece molecular cluster, C52H140N8O22 overall in a non-equilibrium geometry (ωB97M-V/def2-TZVPD).

ORCA input file:
```
! wB97M-V def2-TZVPD RIJCOSX def2/J DEFGRID3
* xyz 0 1
C 3.6483 4.0107 -1.0477
O 3.0833 3.4311 -2.2096
C 3.9569 2.5386 -2.9384
C 4.5003 1.2617 -2.2072
N 3.6835 0.0319 -2.5421
C 4.1739 -1.3328 -2.5669
C 3.0707 -2.2799 -2.9693
O 3.7485 -3.5112 -3.1493
C 2.9911 -4.6771 -3.3241
H 4.5527 4.5860 -1.2458
H 3.9428 3.4063 -0.1897
H 2.8684 4.6448 -0.6260
H 4.7972 3.1349 -3.2938
H 3.5557 2.2026 -3.8946
H 4.6285 1.5419 -1.1617
H 5.4683 1.0281 -2.6505
H 2.8631 0.1405 -1.9632
H 4.5015 -1.5674 -1.5541
H 4.9245 -1.5790 -3.3180
H 2.6559 -1.9773 -3.9308
H 2.2095 -2.2677 -2.3013
H 2.4978 -4.6550 -4.2958
H 2.2835 -4.8111 -2.5059
H 3.5528 -5.6075 -3.2410
C 0.4407 -3.9924 1.8005
O 1.2745 -3.1652 0.9767
C 2.3425 -3.9012 0.4400
C 3.4523 -4.2888 1.3954
N 3.7369 -5.7966 1.3564
C 4.8171 -5.9852 2.3205
C 5.4100 -7.4292 2.2582
O 6.1458 -7.6856 3.4716
C 7.4493 -7.0427 3.6935
H 0.9338 -4.6652 2.5021
H -0.0793 -4.5334 1.0099
H -0.1986 -3.2688 2.3063
H 2.7164 -3.2328 -0.3356
H 1.9222 -4.8072 0.0033
H 3.1105 -4.1324 2.4185
H 4.2839 -3.5926 1.2866
H 3.9326 -6.1360 0.4254
H 4.3664 -5.8309 3.3009
H 5.6208 -5.2709 2.1421
H 6.0466 -7.5910 1.3883
H 4.4681 -7.9765 2.2216
H 8.0319 -7.3649 4.5566
H 7.3693 -5.9558 3.7106
H 8.2246 -7.4101 3.0212
C 3.6518 1.7466 6.0034
O 3.8423 2.5105 4.8328
C 2.9197 2.1990 3.7879
C 3.2504 3.2211 2.6672
N 4.6391 3.0895 2.2093
C 4.8821 1.8590 1.5421
C 6.2603 1.9289 0.7497
O 6.5451 0.5705 0.3840
C 7.8050 0.3868 -0.3173
H 2.7558 2.0172 6.5621
H 4.4149 1.8951 6.7674
H 3.7122 0.6901 5.7420
H 1.8924 2.2247 4.1513
H 3.1242 1.1840 3.4474
H 3.0470 4.1994 3.1029
H 2.5482 3.1576 1.8360
H 5.1807 3.2046 3.0540
H 4.2192 1.4033 0.8065
H 4.8310 1.0146 2.2295
H 6.9870 2.3794 1.4257
H 6.1658 2.5705 -0.1264
H 7.8347 0.9480 -1.2513
H 7.8979 -0.6507 -0.6381
H 8.6395 0.6334 0.3391
C 2.6152 -4.8645 -11.1040
O 1.7747 -4.8739 -9.9618
C 0.6510 -3.9925 -9.9345
C 0.9145 -2.6511 -9.1047
N 0.8151 -2.6715 -7.6897
C 1.3593 -1.4666 -7.0343
C 0.3116 -0.7303 -6.0913
O 1.0693 0.0494 -5.1875
C 0.2902 0.6266 -4.1872
H 3.1319 -5.7748 -10.7999
H 3.3809 -4.0900 -11.1477
H 2.1664 -4.9663 -12.0921
H -0.1254 -4.4755 -9.3412
H 0.1990 -3.9710 -10.9261
H 0.0538 -2.1183 -9.5090
H 1.7175 -2.0404 -9.5173
H 1.3942 -3.4586 -7.4346
H 1.7944 -0.8592 -7.8279
H 2.2621 -1.7724 -6.5056
H -0.4561 -1.3967 -5.6981
H -0.4107 -0.1246 -6.6384
H 0.9024 0.9661 -3.3517
H -0.4564 -0.0315 -3.7427
H -0.2252 1.4956 -4.5961
C 3.9257 6.9439 6.2699
O 3.1804 6.4351 5.1185
C 1.8613 6.0107 5.3469
C 1.1093 5.8158 3.9808
N 0.2630 4.5604 4.0629
C -0.7435 4.7156 5.1444
C -1.9341 3.7601 4.9587
O -2.5131 4.0235 3.6282
C -3.7666 3.5239 3.3576
H 3.9313 6.2089 7.0748
H 3.4078 7.8661 6.5332
H 4.8449 7.3742 5.8724
H 1.3481 6.7408 5.9728
H 1.8053 5.0335 5.8265
H 1.8705 5.7263 3.2059
H 0.6503 6.7108 3.5607
H -0.0343 4.0990 3.2151
H -1.2362 5.6846 5.0643
H -0.4791 4.5895 6.1944
H -2.5938 3.8475 5.8219
H -1.6171 2.7202 5.0379
H -4.4189 3.9927 4.0944
H -3.7233 2.4542 3.5624
H -4.0970 3.8921 2.3863
C 0.9266 0.7379 0.5347
O 0.2080 2.0179 0.9546
C -0.9806 2.3955 0.3678
C -2.1983 1.7244 1.0293
N -2.3495 0.4238 0.5030
C -3.7317 -0.0683 0.9787
C -3.9928 -1.6051 0.8009
O -3.2392 -2.3897 1.7821
C -3.4237 -3.8281 1.5804
H 1.7121 0.5478 1.2661
H 1.3194 0.7016 -0.4814
H 0.3867 -0.2002 0.6640
H -0.7698 2.2400 -0.6902
H -0.9846 3.4813 0.4634
H -3.0300 2.4144 0.8870
H -2.0359 1.7837 2.1055
H -1.7631 -0.0436 1.1795
H -4.3636 0.4883 0.2866
H -4.0504 0.0906 2.0089
H -3.7553 -1.7794 -0.2485
H -5.0664 -1.7885 0.7569
H -3.0448 -4.4429 2.3968
H -2.8725 -4.1268 0.6888
H -4.4345 -4.1570 1.3391
C -5.6665 3.9117 6.9786
O -5.9291 2.7228 6.2370
C -7.2334 2.7678 5.6166
C -7.6500 1.4379 4.9042
N -6.8075 1.3311 3.7275
C -7.0973 0.0781 2.9199
C -8.2771 0.3050 1.8350
O -7.8458 -0.0246 0.5054
C -8.0147 -1.4187 0.0805
H -6.0321 3.7470 7.9922
H -6.1449 4.7743 6.5148
H -4.6088 4.1750 6.9805
H -7.2304 3.5799 4.8895
H -7.9561 3.0333 6.3882
H -8.6355 1.7029 4.5210
H -7.7331 0.5014 5.4557
H -5.9063 1.2134 4.1681
H -7.4381 -0.8082 3.4551
H -6.2076 -0.3140 2.4272
H -8.5197 1.3657 1.7705
H -9.0996 -0.3411 2.1419
H -7.2490 -2.0674 0.5061
H -7.6979 -1.3931 -0.9621
H -9.0733 -1.6729 0.1341
C 3.2487 6.7997 -5.2567
O 2.0913 6.0010 -5.7399
C 1.8292 4.6211 -5.4687
C 0.6107 4.0762 -6.3937
N -0.6729 4.6840 -5.9087
C -1.1501 4.0527 -4.6490
C -2.1939 4.9462 -3.8646
O -1.6680 6.0868 -3.0907
C -0.7431 5.8810 -2.0428
H 3.2777 6.8896 -4.1708
H 3.2365 7.7871 -5.7182
H 4.1509 6.2314 -5.4830
H 1.7563 4.3148 -4.4252
H 2.6622 4.0294 -5.8483
H 0.5559 2.9937 -6.2786
H 1.0234 4.2679 -7.3842
H -0.4846 5.5565 -5.4362
H -0.3339 4.0593 -3.9266
H -1.5765 3.0837 -4.9082
H -2.6906 4.1974 -3.2477
H -3.0038 5.2437 -4.5307
H 0.2245 5.5378 -2.4089
H -1.0652 5.1368 -1.3144
H -0.5368 6.8692 -1.6318
O -4.7982 -2.1301 4.0066
H -4.2436 -2.2525 4.7771
H -4.1958 -1.8429 3.3205
O -3.0567 -6.7737 3.8577
H -3.9769 -6.5300 3.7576
H -2.7959 -6.3884 4.6942
O -1.2511 -6.4335 1.8646
H -1.6304 -6.6622 2.7132
H -1.9666 -6.5565 1.2409
O -3.4944 0.2597 -2.5116
H -3.1226 0.4269 -1.6456
H -4.1146 0.9758 -2.6489
C -6.5315 -6.6020 2.5769
C -6.6306 -5.1414 2.9045
O -5.7540 -4.8707 3.8896
H -7.2725 -6.7862 1.7990
H -6.7090 -7.2265 3.4525
H -5.6445 -6.9406 2.0414
H -7.6658 -4.9464 3.1845
H -6.4004 -4.5170 2.0412
H -5.9082 -3.9394 4.0640
C -0.7022 -4.0337 -2.1709
C -1.9590 -3.4256 -2.7484
O -1.8267 -3.0243 -4.1161
H -0.2077 -4.6739 -2.9015
H -0.9498 -4.6380 -1.2982
H 0.0292 -3.2653 -1.9205
H -2.1055 -2.5824 -2.0735
H -2.7433 -4.1803 -2.6894
H -2.5273 -2.4294 -4.3933
*
```

Its HOMO energy is -8.3 eV.


Entry from the OMol25 dataset: a 2-piece molecular cluster, C22H23ClN2O6 overall in a non-equilibrium geometry (ωB97M-V/def2-TZVPD).

ORCA input file:
```
! wB97M-V def2-TZVPD RIJCOSX def2/J DEFGRID3
* xyz 0 1
C -1.0327 4.9843 -1.9533
C -0.8168 4.5589 -0.5227
C -1.5629 5.1195 0.4847
C -1.3662 4.7258 1.8732
O -2.0985 5.2868 2.6753
O -0.4328 3.7960 2.2118
C 0.3201 3.2236 1.2178
C 1.2618 2.2714 1.6044
C 2.0596 1.6078 0.6743
O 2.9621 0.6971 1.1688
C 3.3884 -0.3075 0.3361
C 2.5811 -1.4270 0.1017
C 3.0513 -2.4862 -0.6852
C 4.3311 -2.4322 -1.2442
Cl 4.9308 -3.7652 -2.1973
C 5.1314 -1.3086 -1.0210
C 4.6698 -0.2553 -0.2314
O 5.4730 0.8262 -0.0055
C 1.9172 1.9346 -0.6841
C 0.9879 2.8980 -1.0909
C 0.1777 3.5482 -0.1447
H -1.3345 4.1267 -2.5617
H -0.1102 5.4031 -2.3658
H -1.8149 5.7462 -2.0248
H -2.3167 5.8706 0.2819
H 1.3714 2.0414 2.6585
H 1.5996 -1.4728 0.5580
H 2.4359 -3.3640 -0.8574
H 6.1254 -1.2564 -1.4527
H 5.0372 1.4081 0.6408
H 2.5349 1.4532 -1.4364
H 0.9051 3.1288 -2.1493
C -4.4680 -3.4627 -1.8066
N -3.3802 -3.1208 -0.8921
C -2.1038 -2.9512 -1.2574
O -1.7467 -3.0651 -2.4272
C -1.0431 -2.5625 -0.1985
C -0.3363 -3.7941 0.3904
N -1.4700 -1.6698 0.8957
C -2.4109 -1.8904 1.8156
C -2.6372 -0.7823 2.8164
O -3.0770 -2.9135 1.8814
H -4.3998 -2.8541 -2.7109
H -4.3942 -4.5155 -2.0850
H -5.4304 -3.2821 -1.3263
H -3.5854 -3.0723 0.1010
H -0.2875 -2.0136 -0.7603
H 0.1209 -4.3693 -0.4157
H 0.4368 -3.4935 1.0974
H -1.0591 -4.4295 0.9045
H -1.0111 -0.7757 0.9452
H -1.6977 -0.5358 3.3070
H -3.0306 0.0932 2.3032
H -3.3557 -1.1202 3.5631
*
```

Its HOMO energy is -9.0 eV.


| no. | E_LUMO (Eh) | frontier orbital gap (Ha) |
| --- | --- | --- |
| 1 | -0.1417 | 0.321 |
| 2 | 0.1380 | 0.217 |
| 3 | -0.0003 | 0.296 |
| 4 | 0.0045 | 0.308 |
| 5 | -0.0090 | 0.322 |